# 1
DFT (ωB97M-V/def2-TZVPD) results for a molecular structure, C2H4N4.

```
10
Properties=species:S:1:pos:R:3:forces:R:3:nbo_charge:R:1
C -1.41184 0.05233 0.11938 -0.35 -0.15 0.07 -0.439
N -0.26053 0.84777 -0.32620 0.90 -1.78 -1.34 -0.172
N 0.66538 1.04999 0.59073 0.03 -0.68 0.37 -0.162
C 1.59122 0.16846 0.58620 -0.01 0.34 0.24 0.096
N 1.40106 -0.87436 -0.38593 0.03 0.26 -0.81 -0.184
N 0.46928 -0.67999 -1.11213 -0.19 1.49 1.17 0.029
H -1.05840 -0.76848 0.75889 -0.30 0.10 0.02 0.181
H -1.80505 -0.36148 -0.80869 -0.30 -0.04 0.27 0.227
H -2.19536 0.60527 0.63630 0.24 0.33 -0.03 0.210
H 2.46455 0.14361 1.21641 -0.06 0.13 0.05 0.215
```
Forces are in eV/Å.

- LUMO (eV) = -0.03
- strongest force on any atom (hartree/bohr) = 0.0468
- ΔE to the lowest compared entry with this formula, charge and spin (kcal per mole) = 82.8

***

# 2
DFT (ωB97M-V/def2-TZVPD) results for a molecular structure, CsF16N8Na3O32S16.

```
76
Properties=species:S:1:pos:R:3:forces:R:3:mulliken_charge:R:1
Na -2.89938 -13.41875 21.46666 0.01 -0.11 -0.09 1.012
Na -1.29274 -11.49898 26.10329 0.62 -0.88 -0.19 1.045
Na -2.09270 -16.39118 21.20798 0.59 -0.86 0.32 1.201
Cs 2.97750 -16.54167 24.57548 -0.24 0.31 -0.14 1.350
N 6.11628 -13.42974 20.55653 -3.43 1.01 1.68 -0.425
S 4.57243 -13.57039 21.28139 -1.88 -2.64 -1.20 1.129
O 3.57131 -12.57231 21.04695 1.35 -0.02 0.08 -0.493
O 4.64518 -14.17764 22.58902 0.33 0.52 -0.41 -0.502
F 4.01622 -14.78083 20.38349 0.93 0.47 0.12 -0.283
S 6.61280 -12.25851 21.50420 3.94 1.70 0.53 1.108
O 7.28455 -12.72440 22.69485 -0.93 0.21 0.07 -0.643
O 5.93569 -10.97661 21.55967 0.18 -1.51 -0.13 -0.595
F 7.94352 -11.90851 20.64214 -0.17 0.16 -0.61 -0.337
N 0.94709 -12.82154 15.47747 0.83 -1.29 2.64 -0.446
S 0.98881 -13.40175 17.04750 -1.07 1.61 2.22 1.072
O 2.25535 -13.59746 17.71150 -1.00 -0.54 -1.59 -0.389
O -0.13935 -14.25276 17.29226 0.67 -0.06 -0.19 -0.486
F 0.53917 -12.05057 17.79128 -0.33 0.35 -0.61 -0.330
S 1.87434 -13.90658 14.81198 1.95 0.00 -2.49 1.072
O 1.38930 -15.26598 14.82340 0.30 0.93 -0.14 -0.571
O 3.30704 -13.69753 14.93907 -1.40 -0.36 -0.08 -0.607
F 1.60053 -13.33757 13.31167 -0.06 -0.50 -0.04 -0.328
N -1.21505 -17.69448 19.56716 -2.60 -3.50 0.70 -0.178
S 0.25011 -18.21820 19.65742 4.36 2.31 -0.97 0.915
O 0.63553 -18.73020 18.35960 0.26 -0.24 1.40 -0.645
O 0.74171 -18.75955 20.88680 -0.31 -0.32 -0.62 -0.526
F 0.84720 -16.72150 19.74336 0.02 -0.60 -0.36 -0.111
S -1.99945 -19.20159 19.55933 -2.74 -0.03 -0.49 1.028
O -1.33810 -20.36725 20.10159 -0.34 1.57 -0.44 -0.579
O -2.81717 -19.39809 18.39148 1.00 0.27 0.06 -0.697
F -3.15235 -18.82419 20.60727 0.44 0.09 0.21 -0.222
N -1.11547 -20.37810 24.02228 -2.01 2.63 0.37 -0.537
S -0.13137 -19.60861 24.96890 3.48 -0.09 1.33 1.067
O -0.49320 -19.53606 26.35797 0.29 -0.14 -0.88 -0.589
O 0.51423 -18.46660 24.34799 -0.51 -0.37 0.75 -0.517
F 1.04560 -20.68847 24.90611 0.01 -0.31 0.25 -0.353
S -2.20605 -19.10907 23.89394 -2.94 -2.67 -1.39 0.948
O -1.83128 -18.18339 22.87418 0.01 0.87 0.32 -0.040
O -2.94804 -18.72869 25.06789 1.39 0.43 -0.58 -0.606
F -3.33937 -19.96935 23.16322 0.34 -0.16 -0.20 -0.353
N 0.99459 -11.54899 26.45180 -1.05 0.24 4.95 -0.137
S 2.26978 -11.89908 25.72632 4.87 -1.85 -9.21 0.687
O 2.60240 -13.28089 25.45068 -0.41 0.96 1.74 -0.444
O 3.36209 -10.96181 25.82185 -0.80 -0.58 1.15 -0.604
F 1.67460 -11.54849 24.27522 -0.36 0.53 0.29 -0.305
S 1.67891 -11.67168 27.97775 -0.09 -0.82 3.37 1.042
O 2.31771 -10.48385 28.46262 -1.15 0.26 -0.46 -0.598
O 2.35397 -12.88700 28.35045 -0.66 0.84 -1.28 -0.499
F 0.29630 -11.81720 28.75820 -0.37 0.66 -0.19 -0.290
N -1.04218 -16.74320 28.91702 2.74 -0.84 0.99 -0.307
S -0.34753 -16.07758 27.67653 -0.51 1.35 -5.74 0.654
O 0.64684 -16.83478 26.92214 -0.32 0.66 2.02 -0.354
O -0.19191 -14.63358 27.64424 -0.29 -1.14 0.94 -0.329
F -1.60197 -16.27479 26.67610 -0.07 0.29 0.61 -0.273
S 0.29534 -17.24304 29.73676 -0.30 -0.26 3.59 1.066
O 1.33472 -16.24966 29.87912 -0.39 -0.75 -1.03 -0.560
O 0.63046 -18.64116 29.78170 -0.23 0.86 -1.20 -0.619
F -0.37453 -17.12440 31.20684 -0.54 0.11 0.02 -0.342
N -4.22013 -15.54304 21.30071 -2.44 1.02 3.52 -0.194
S -5.35046 -15.70785 22.58495 1.17 0.12 1.55 0.894
O -5.34846 -16.95955 23.25851 0.55 0.86 -0.42 -0.484
O -6.60419 -15.05032 22.38642 0.33 0.13 -0.45 -0.621
F -4.51494 -14.65605 23.45394 -0.03 -0.03 0.54 -0.205
S -5.18838 -15.96643 20.17048 0.31 -2.59 -6.47 0.892
O -5.87408 -14.97423 19.36929 0.61 -0.35 1.53 -0.652
O -5.81313 -17.24353 20.37728 -0.44 1.17 0.53 -0.568
F -3.93990 -16.37252 19.23095 -0.39 0.42 -0.30 -0.258
N -0.87571 -14.36930 22.14260 -3.62 -1.93 5.46 -0.028
S -0.70541 -14.51668 23.87855 -0.27 -1.41 1.79 -0.023
O -1.18987 -13.37356 24.61932 -0.54 0.47 -1.00 -0.386
O 0.48985 -15.09841 24.42143 -2.03 0.65 -1.14 0.026
F -1.84736 -15.56958 24.04793 0.08 0.27 -0.35 -0.105
S 0.51827 -13.90642 21.82955 7.51 3.13 -5.39 0.805
O 1.61450 -14.76974 22.20023 -1.58 0.82 -0.56 -0.500
O 0.70745 -12.47294 21.92933 -0.77 -1.46 0.57 -0.681
F 0.30916 -14.09894 20.24313 0.16 -0.05 0.81 -0.257
```
Forces are in eV/Å.

- total charge = -4
- LUMO (eV) = 4.27
- strongest force on any atom (hartree/bohr) = 0.2058
- ΔE to the lowest compared entry with this formula, charge and spin (kcal per mole) = 66.5

***

# 3
DFT (ωB97M-V/def2-TZVPD) results for 2 unconnected molecules or ions with the total composition C5H15NO2.

```
23
Properties=species:S:1:pos:R:3:forces:R:3:lowdin_spin:R:1
C -1.05962 -0.18796 2.34441 -2.68 -1.46 -2.26 0.002
C -0.86702 -0.55934 0.83193 -0.07 3.58 2.59 0.059
C -0.19912 -1.86018 0.53814 -0.30 -2.52 -2.52 0.060
C 0.39431 -1.80537 -0.89732 3.40 1.40 -1.35 0.001
C 1.49855 -0.58789 -1.12645 -2.92 -1.07 3.62 0.000
O 1.00220 0.69134 -1.35834 -3.35 -0.67 1.49 0.000
N -2.35722 -0.45734 0.19460 3.75 -6.33 -0.22 0.798
H -1.88216 -0.87268 2.77181 1.62 1.06 -0.05 -0.001
H -0.14813 -0.12791 2.83789 1.64 -0.74 1.10 0.001
H -1.37628 0.82285 2.32580 -0.87 0.98 0.28 0.001
H -0.30481 0.25675 0.36196 -0.22 -0.15 -0.05 0.007
H -0.98571 -2.63583 0.47286 0.11 -0.18 0.27 0.005
H 0.54132 -2.37152 1.26257 -1.15 1.74 -0.48 0.022
H 1.01183 -2.70520 -1.25720 -1.26 0.95 1.01 0.001
H -0.27539 -1.57338 -1.71285 -0.95 -0.33 0.01 0.000
H 2.15087 -0.75810 -1.83855 2.78 -1.86 -4.05 0.000
H 2.11869 -0.61617 -0.26547 0.52 0.22 1.44 0.000
H 1.62978 1.23198 -1.75372 1.85 1.27 -1.20 0.000
H -2.92204 -1.05964 0.84470 -0.82 1.62 -0.34 0.028
H -2.21556 -1.15443 -0.65143 -1.09 2.45 0.73 0.015
H 1.65339 3.52501 -1.09461 0.14 0.34 -0.05 0.000
H 0.63718 3.36264 0.02879 1.43 1.76 -0.78 0.000
O 1.28092 4.04384 -0.37154 -1.57 -2.04 0.84 0.000
```
Forces are in eV/Å.

- total charge = +1
- 2S+1 = 2
- LUMO (alpha / beta) (eV) = -3.40 / -9.54
- expectation value of S² = 0.755
- strongest force on any atom (hartree/bohr) = 0.1431
- ΔE to the lowest compared entry with this formula, charge and spin (kcal per mole) = 105.3

***

# 4
DFT (ωB97M-V/def2-TZVPD) results for 10 unconnected molecules or ions with the total composition C42H102N10O6.

```
160
Properties=species:S:1:pos:R:3:forces:R:3:lowdin_spin:R:1
C 1.44934 2.16268 -0.44595 -0.36 -1.43 -0.43 0.000
C 1.02838 0.71663 -0.83707 -0.93 0.21 -1.56 0.000
N -0.41544 0.39868 -0.57206 1.21 -0.51 0.40 0.000
C -0.67242 0.25688 0.85272 -0.93 -0.90 -0.74 0.001
C 0.13951 -0.84644 1.48106 0.63 -0.55 1.39 0.004
C -1.31283 1.37808 -1.18622 0.37 0.96 -0.30 0.000
C -2.76762 0.95898 -1.21439 -0.18 -0.10 0.79 0.000
H 2.42939 2.41928 -0.84813 0.02 -0.09 0.16 0.000
H 1.45605 2.14270 0.64385 0.15 0.62 0.07 0.000
H 0.70849 2.86697 -0.82438 0.23 0.12 0.21 0.000
H 1.06210 0.42577 -1.88701 0.39 1.15 -0.60 0.000
H 1.76922 -0.01864 -0.52301 -0.43 -0.09 1.09 0.000
H -0.59683 1.21993 1.35761 0.21 0.12 0.51 0.000
H -1.70171 -0.08887 0.94825 -0.17 0.30 0.11 0.000
H 1.18136 -0.58905 1.67183 0.27 0.14 -0.31 0.002
H -0.23616 -1.12432 2.46582 -0.41 0.57 0.39 0.001
H 0.11274 -1.84704 1.04959 -0.09 0.26 -1.03 0.000
H -0.95612 1.69594 -2.16593 0.21 -0.69 -0.38 0.000
H -1.19674 2.31926 -0.64881 -0.47 0.36 0.49 0.000
H -3.07756 0.93985 -0.16956 -0.24 -0.76 0.04 0.000
H -2.88809 0.00184 -1.72180 -0.07 -0.11 0.29 0.000
H -3.52047 1.64100 -1.60959 0.63 0.40 -0.58 0.000
C 2.15818 -1.55156 6.08276 0.45 -1.37 -0.77 0.024
C 1.95623 -2.03425 4.56051 -0.19 -1.57 2.16 0.061
N 3.15150 -2.15470 3.70665 -1.83 2.67 -2.14 0.645
C 3.67155 -0.79708 3.40490 1.90 -0.32 -0.28 0.062
C 4.85294 -0.72398 2.45055 0.67 0.05 0.01 0.003
C 3.12750 -3.08680 2.52401 -0.88 -2.62 1.39 0.066
C 2.70286 -4.55257 2.90085 0.69 0.65 -0.34 0.011
H 1.17635 -1.38337 6.52528 0.02 0.58 -0.39 0.000
H 2.87059 -0.74089 6.23570 -0.47 0.20 -0.26 0.001
H 2.52661 -2.37595 6.69329 0.28 -0.22 -0.29 0.001
H 1.48512 -3.01718 4.56107 0.26 -0.15 0.41 0.001
H 1.11624 -1.44619 4.19076 0.68 0.79 -1.00 0.032
H 2.95195 -0.10295 2.97079 -1.08 -0.66 0.00 0.033
H 3.93879 -0.26657 4.31881 0.02 -0.53 0.34 0.012
H 4.66275 -0.94720 1.40074 -0.46 0.08 0.10 0.000
H 5.18019 0.31369 2.51591 0.11 0.02 -0.24 -0.001
H 5.72078 -1.32687 2.71788 -0.11 -0.10 0.36 0.001
H 4.06275 -3.29198 2.00312 0.13 1.40 0.18 0.002
H 2.29103 -2.80125 1.88615 0.23 0.99 -0.30 0.035
H 3.51607 -4.96461 3.49836 -0.66 -0.12 0.84 0.001
H 2.77195 -5.19011 2.01944 -0.19 0.41 -0.41 -0.001
H 1.66422 -4.60369 3.22751 0.38 -0.31 0.54 0.000
C 1.28545 5.19264 2.43437 -0.02 0.13 -0.20 0.000
C 1.37385 5.45607 3.96910 -0.13 -0.45 -1.30 0.000
N 0.98883 4.19623 4.64639 1.28 0.36 2.46 0.000
C 2.07308 3.19669 4.70036 -0.71 -1.21 -2.40 0.000
C 1.58787 1.75282 5.07916 0.70 1.29 1.25 0.001
C 0.76323 4.49456 6.08700 -3.08 -0.02 -0.85 0.000
C -0.57748 5.28645 6.15840 0.48 -0.33 1.21 0.000
H 0.54494 5.79674 1.91014 -0.17 0.45 0.49 0.000
H 0.86795 4.19368 2.30841 0.45 -0.24 -0.08 0.000
H 2.16300 5.34890 1.80701 0.37 -0.33 0.42 0.000
H 2.30079 5.81921 4.41296 0.63 -0.04 -0.58 0.000
H 0.69381 6.29287 4.12849 -0.37 -0.56 0.56 0.000
H 2.46431 3.06172 3.69199 0.06 0.35 -0.36 0.000
H 2.95799 3.44742 5.28532 -0.09 0.33 0.52 0.000
H 0.62594 1.40563 4.70199 0.15 0.30 -0.46 0.000
H 2.40819 1.07072 4.85576 -0.24 -0.07 -0.17 0.001
H 1.51687 1.75899 6.16683 -0.19 -0.41 0.14 0.000
H 1.55411 4.93611 6.69334 0.47 0.44 -0.52 0.000
H 0.54897 3.53865 6.56494 0.03 -0.03 0.08 0.000
H -0.54211 6.29685 5.75104 0.04 -0.18 0.00 0.000
H -0.85746 5.35876 7.20934 0.01 0.32 0.16 0.000
H -1.39680 4.71964 5.71621 0.24 0.01 -0.40 0.000
C -0.50133 0.31401 -5.20430 -0.78 -0.69 1.34 0.000
C -1.96956 -0.27315 -5.17120 0.47 1.32 -2.33 0.000
N -2.88993 0.46722 -6.12964 -0.05 0.17 1.95 0.000
C -4.32194 0.01344 -5.93901 0.42 -0.24 1.75 0.000
C -4.87969 0.26827 -4.45211 0.51 0.64 -0.87 0.000
C -2.47964 0.30703 -7.53391 -0.87 -1.54 1.78 0.000
C -3.05318 1.36412 -8.36842 0.16 1.03 -0.60 0.000
H 0.14001 -0.18453 -5.93109 -0.27 0.30 -0.35 0.000
H -0.08518 -0.00891 -4.25002 0.27 0.01 0.27 0.000
H -0.37905 1.39713 -5.20688 -0.37 -0.01 -0.36 0.000
H -1.79314 -1.27781 -5.55542 -0.48 -0.61 0.17 0.000
H -2.42207 -0.33023 -4.18121 0.33 0.27 -0.16 0.000
H -4.34271 -1.05893 -6.13316 -0.03 -0.52 0.20 0.000
H -5.03498 0.37886 -6.67803 0.40 0.69 0.05 0.000
H -4.86195 1.31602 -4.15208 0.62 0.35 -0.42 0.000
H -4.29583 -0.24375 -3.68723 -0.18 -0.25 -0.18 0.000
H -5.93795 0.08836 -4.26285 -0.01 -0.84 -0.62 0.000
H -1.40141 0.21849 -7.66684 -0.06 -0.02 0.29 0.000
H -2.97243 -0.63529 -7.77326 0.46 -0.62 -0.85 0.000
H -4.06059 1.60577 -8.02955 -0.06 -0.10 -0.50 0.000
H -2.45917 2.27059 -8.25198 -0.04 0.14 -0.23 0.000
H -2.99116 0.99304 -9.39143 -0.42 0.52 -0.23 0.000
C -2.89152 -7.06797 -2.10856 0.28 0.05 -0.79 0.000
C -3.25791 -5.72915 -2.76175 0.78 0.63 1.50 0.000
O -4.21699 -5.47129 -3.46110 0.24 -0.44 0.19 0.000
N -2.33302 -4.75917 -2.38169 -2.50 -1.36 -0.08 0.000
C -2.58724 -3.38974 -2.76635 1.86 0.08 -0.45 0.000
H -1.86349 -6.97611 -1.75813 0.16 -0.31 -0.17 0.000
H -2.96194 -7.81925 -2.89515 0.03 -0.25 0.25 0.000
H -3.43819 -7.38934 -1.22201 -0.56 0.38 -0.29 0.000
H -1.49636 -5.07844 -1.91460 -0.12 0.67 0.03 0.000
H -1.96603 -3.34974 -3.66111 -0.09 1.35 -0.28 0.000
H -2.21383 -2.73862 -1.97597 0.15 0.20 -0.17 0.000
H -3.59409 -3.06783 -3.03227 -0.13 -0.91 0.27 0.000
C 2.53492 -6.04123 -0.85669 -0.01 -0.31 -0.63 0.000
C 1.70992 -4.79055 -1.16637 1.12 -1.18 1.56 0.000
O 0.55414 -4.76368 -0.80801 -1.53 0.36 -0.20 0.000
N 2.31507 -3.75424 -1.70480 1.69 0.72 -1.20 0.000
C 1.70982 -2.46684 -1.99114 -0.88 -0.01 0.13 0.000
H 2.20082 -6.77033 -1.59486 0.30 -0.13 -0.23 0.000
H 2.29417 -6.53922 0.08253 -0.35 0.57 0.16 0.000
H 3.62067 -5.95135 -0.89093 -0.05 0.22 -0.31 0.000
H 3.28502 -3.86774 -1.96250 -0.19 -0.04 -0.01 0.000
H 2.40453 -1.78057 -2.47541 0.23 -0.13 0.42 0.000
H 1.30260 -2.09004 -1.05290 0.12 0.41 -0.11 0.000
H 0.85402 -2.53347 -2.66290 -0.05 -0.35 -0.06 0.000
C 2.98821 2.49858 -4.23020 1.83 -1.01 0.47 0.000
C 4.11379 1.66290 -3.63450 0.83 1.21 -1.39 0.000
O 3.89229 0.75619 -2.88534 -1.22 -1.93 1.67 0.000
N 5.38728 1.89689 -3.96652 1.26 0.33 -0.52 0.000
C 5.96414 3.06880 -4.57296 0.39 0.98 -0.10 0.000
H 3.30361 3.16268 -5.03493 -0.15 0.00 0.20 0.000
H 2.72630 3.01037 -3.30414 -1.26 0.21 -0.50 0.000
H 2.42646 1.63815 -4.59380 -1.16 0.79 0.13 0.000
H 6.03619 1.28443 -3.49333 -0.14 0.01 -0.05 0.000
H 7.03518 3.07727 -4.37068 -0.07 -0.06 0.11 0.000
H 5.56502 3.99354 -4.15623 -0.06 0.00 0.22 0.000
H 5.88496 3.19702 -5.65249 -0.33 -0.61 -0.15 0.000
C -2.22803 -1.37125 5.23986 -0.05 -0.55 -0.43 0.000
C -3.52414 -0.76154 4.75716 1.00 -1.61 -1.22 0.000
O -4.08995 -1.11735 3.73040 -0.04 0.20 0.80 0.000
N -3.87454 0.21754 5.56500 -2.05 2.35 0.76 0.000
C -5.10698 0.98214 5.33198 0.39 0.48 0.20 0.000
H -1.92129 -2.12497 4.51465 0.39 0.34 -0.13 0.000
H -2.31271 -1.89698 6.19093 -0.19 0.31 0.13 0.000
H -1.58876 -0.49370 5.33643 0.75 -0.42 0.00 0.000
H -3.17999 0.70784 6.11026 -0.06 -0.55 0.08 0.000
H -4.86642 2.00882 5.05603 0.11 -0.02 -0.49 0.000
H -5.66625 1.12367 6.25681 -0.17 -0.59 0.00 0.000
H -5.68253 0.49893 4.54246 0.02 0.08 0.26 0.000
C -0.93156 9.09566 -2.30963 -2.43 -1.09 -0.19 0.000
C -0.16893 7.83485 -2.10569 -0.12 3.76 0.38 0.000
O 0.88204 7.88611 -1.57808 4.63 0.20 2.28 0.000
N -0.66877 6.71038 -2.42675 -2.66 -6.49 -1.71 0.000
C 0.00319 5.38725 -2.18954 -0.35 1.13 0.29 0.000
H -1.95603 8.74395 -2.18771 -0.62 0.24 -0.43 0.000
H -0.85818 9.40987 -3.35078 0.28 0.73 0.38 0.000
H -0.88762 9.77759 -1.46042 1.02 0.32 -0.64 0.000
H -1.49414 6.57267 -2.99235 -0.04 0.72 0.22 0.000
H 0.50492 5.37960 -1.22191 0.45 0.44 -0.31 0.000
H 0.66534 5.17404 -3.02870 0.19 -0.19 0.29 0.000
H -0.73233 4.59347 -2.05903 -0.36 0.20 -0.54 0.000
C -0.51047 -7.38515 1.46967 -1.15 0.32 0.11 0.000
C -1.58766 -6.30461 1.75538 -1.26 -0.90 0.16 0.000
O -2.55181 -6.54114 2.51011 1.85 0.95 -1.10 0.000
N -1.44502 -5.24149 0.92400 -0.34 0.19 0.34 0.000
C -2.32518 -4.07025 0.83240 0.77 -0.17 1.47 0.000
H 0.01418 -7.16542 0.53985 0.26 -0.02 0.21 0.000
H -1.14189 -8.25597 1.29340 0.33 -0.29 0.09 0.000
H 0.14817 -7.58373 2.31515 -0.03 0.09 -0.08 0.000
H -0.59511 -5.22912 0.37847 -0.27 0.09 -0.03 0.000
H -2.37694 -3.64116 1.83305 -0.52 -0.06 0.25 0.000
H -3.33884 -4.29826 0.50287 0.26 0.08 -0.30 0.000
H -1.79684 -3.27812 0.30184 -0.30 -0.33 -0.70 0.000
```
Forces are in eV/Å.

- total charge = +1
- 2S+1 = 2
- LUMO (alpha / beta) (eV) = -2.25 / -7.02
- expectation value of S² = 0.755
- strongest force on any atom (hartree/bohr) = 0.1404
- ΔE to the lowest compared entry with this formula, charge and spin (kcal per mole) = 16.6